Here is a structure of composition C50H64BrN4O4SSe3Ti in a non-equilibrium geometry from the Open Molecules 2025 dataset. Energies are from the ωB97M-V functional and the def2-TZVPD basis.

Results
M: 1181.8 g mol⁻¹
gap between HOMO and LUMO: 6.0 eV
relative energy (zero: lowest compared OMol25 entry of this formula, charge and spin): 166.1 kJ/mol
max |F|: 1.4 eV/Å
net charge: -1
DFT total energy: -367078.383 eV
LUMO energy: 2.04 eV
multiplicity: 1

Last column: Mulliken charge in e.
Element x y z (Å)
Ti: 1.6884 -0.3284 0.7438  -1.033
C: -5.6411 1.3635 3.2430  -1.630
C: -4.4775 0.7863 4.0611  2.045
C: -4.0765 1.8173 5.1170  -2.112
C: -4.9467 -0.4832 4.7845  -1.612
C: -3.3152 0.4396 3.1333  0.033
C: -2.0581 1.0127 3.2487  -0.822
C: -1.0402 0.6330 2.3936  0.180
Se: 0.6675 1.5072 2.5372  0.304
C: 0.3826 2.7710 1.0983  0.161
C: -0.0486 4.0580 1.3249  -1.310
C: -0.1951 4.9456 0.2566  -0.131
C: 0.0909 4.4659 -1.0132  -0.103
C: 0.5195 3.1611 -1.2897  -0.422
C: 0.7081 2.3210 -0.1892  -0.063
O: 1.1742 1.0833 -0.2972  0.713
C: 0.7664 2.7588 -2.7498  2.767
C: -0.4298 3.1915 -3.6177  -1.942
C: 0.9406 1.2500 -2.9623  -2.306
C: 2.0396 3.4619 -3.2441  -1.815
C: -0.6665 6.3753 0.5230  2.253
C: 0.3296 7.0752 1.4595  -1.682
C: -2.0501 6.3419 1.1898  -1.652
C: -0.7767 7.2000 -0.7601  -2.156
C: -1.2065 -0.3576 1.4108  -0.035
O: -0.1736 -0.7752 0.7116  0.932
C: -2.4956 -0.9051 1.2327  0.431
C: -3.4924 -0.4886 2.1089  -0.542
C: -2.8822 -1.9103 0.1303  2.868
C: -4.0088 -1.2877 -0.7190  -1.998
C: -3.3890 -3.2099 0.7750  -1.810
C: -1.7520 -2.2931 -0.8339  -1.440
H: -6.4702 1.6391 3.9014  0.459
H: -5.3216 2.2543 2.6973  0.333
H: -6.0155 0.6410 2.5147  0.306
H: -4.9300 2.0278 5.7661  0.450
H: -3.2589 1.4518 5.7424  0.380
H: -3.7644 2.7587 4.6587  0.337
H: -5.7741 -0.2530 5.4622  0.461
H: -5.2901 -1.2410 4.0770  0.294
H: -4.1302 -0.9146 5.3675  0.351
H: -1.8399 1.7495 4.0096  0.615
H: -0.2705 4.3666 2.3402  0.440
H: -0.0221 5.1374 -1.8523  0.284
H: -1.3500 2.7204 -3.2631  0.391
H: -0.5825 4.2707 -3.6222  0.415
H: -0.2623 2.8789 -4.6519  0.454
H: 0.0945 0.6870 -2.5619  0.317
H: 1.0050 1.0572 -4.0371  0.752
H: 1.8482 0.8806 -2.4884  -0.174
H: 1.9475 4.5487 -3.1784  0.344
H: 2.8978 3.1522 -2.6429  0.298
H: 2.2365 3.1972 -4.2877  0.462
H: 0.4222 6.5471 2.4098  0.331
H: 1.3211 7.1186 1.0028  0.367
H: 0.0007 8.0973 1.6708  0.446
H: -2.0214 5.8125 2.1437  0.343
H: -2.4065 7.3590 1.3788  0.451
H: -2.7740 5.8351 0.5476  0.346
H: 0.1862 7.2800 -1.2704  0.401
H: -1.5009 6.7677 -1.4549  0.394
H: -1.1105 8.2112 -0.5151  0.442
H: -4.4775 -0.9259 1.9896  0.212
H: -4.9176 -1.1211 -0.1381  0.368
H: -3.6900 -0.3266 -1.1297  0.387
H: -4.2598 -1.9508 -1.5528  0.423
H: -4.2383 -3.0360 1.4377  0.362
H: -3.7073 -3.9125 -0.0025  0.378
H: -2.5915 -3.6767 1.3600  0.217
H: -1.3455 -1.4227 -1.3512  -0.054
H: -0.9262 -2.7973 -0.3304  -0.151
H: -2.1679 -2.9747 -1.5891  0.010
Se: 1.8064 -0.3462 4.8057  -0.306
Se: 4.3188 -2.7987 1.6260  -0.228
C: 4.4383 -1.0113 2.0836  -0.048
C: 5.5926 -0.6117 2.8160  -0.842
C: 5.8502 0.6949 3.0961  -0.395
C: 4.9550 1.6745 2.6321  -1.140
C: 3.8450 1.2467 1.9752  -0.334
N: 3.5375 -0.0513 1.7348  1.202
C: 1.0667 -1.7029 3.7545  -0.400
C: 0.2190 -2.6544 4.3858  -0.815
C: -0.2408 -3.7504 3.7091  -0.480
C: 0.1547 -3.9400 2.3743  -0.562
C: 0.9337 -2.9722 1.8091  -0.464
N: 1.3576 -1.8606 2.4452  0.656
H: 6.2613 -1.3994 3.1267  0.431
H: 6.7367 0.9723 3.6539  0.379
H: 5.1169 2.7312 2.7901  0.508
H: 3.1436 1.9767 1.5935  0.482
H: -0.0306 -2.4790 5.4212  0.463
H: -0.8881 -4.4668 4.2027  0.389
H: -0.1277 -4.8105 1.7959  0.542
H: 1.2686 -3.0765 0.7843  0.251
Br: 7.3516 -3.7451 -4.8828  -0.236
C: 6.1720 -2.7777 -3.7441  0.129
C: 5.2661 -3.4735 -2.9641  -0.918
C: 4.4042 -2.7633 -2.1429  -0.137
C: 4.4592 -1.3763 -2.1106  0.280
C: 5.3853 -0.6958 -2.8933  -0.378
C: 6.2478 -1.3946 -3.7206  -0.693
C: 3.5477 -0.5907 -1.2338  -0.336
O: 3.7254 0.5981 -1.0413  -0.557
O: 2.5720 -1.2684 -0.6583  0.997
H: 5.2355 -4.5543 -2.9906  0.486
H: 3.6921 -3.2766 -1.5152  0.477
H: 5.4197 0.3842 -2.8396  0.491
H: 6.9705 -0.8778 -4.3369  0.429
C: -1.3452 -6.0633 -1.7455  -0.988
N: -1.1618 -5.0405 -2.7579  0.148
C: -2.3987 -4.5914 -3.3775  -1.429
C: -0.0077 -4.3127 -2.7788  0.313
S: 1.1493 -4.4470 -1.5978  -0.215
N: 0.1317 -3.4336 -3.8444  0.379
C: 0.0305 -3.9724 -5.1961  -1.199
C: 1.1649 -2.4115 -3.7437  -0.852
H: -2.0937 -6.7744 -2.0990  0.359
H: -1.6846 -5.6231 -0.8006  0.185
H: -0.4058 -6.5758 -1.5628  0.445
H: -3.1786 -4.5199 -2.6120  0.472
H: -2.7392 -5.2955 -4.1435  0.319
H: -2.2632 -3.6130 -3.8232  0.430
H: -0.6412 -4.8230 -5.2335  0.436
H: 1.0163 -4.3005 -5.5477  0.321
H: -0.3383 -3.2034 -5.8786  0.315
H: 1.1632 -1.9754 -2.7485  -0.213
H: 0.9454 -1.6359 -4.4810  0.404
H: 2.1650 -2.8159 -3.9347  0.331

Forces on the atoms, in the same order (eV/Å):
Ti -0.843 -0.980 0.632
C -0.015 0.003 -0.014
C -0.009 0.010 -0.002
C 0.022 0.008 0.002
C -0.006 -0.029 0.013
C -0.009 -0.011 -0.030
C -0.003 -0.019 0.004
C 0.005 -0.013 -0.005
Se -0.079 0.033 0.082
C 0.003 -0.002 -0.072
C 0.015 -0.011 -0.057
C 0.001 0.018 0.030
C -0.014 -0.044 -0.035
C -0.051 0.029 -0.008
C -0.287 0.201 0.078
O 0.732 0.141 0.080
C 0.003 0.026 -0.053
C 0.028 -0.013 0.035
C 0.027 -0.041 -0.010
C 0.022 -0.027 0.009
C -0.009 0.007 0.005
C -0.009 0.010 -0.003
C 0.002 0.004 0.003
C 0.006 0.002 -0.008
C -0.239 -0.093 0.324
O 0.638 0.208 -0.396
C -0.041 -0.045 -0.025
C 0.003 0.001 -0.031
C -0.008 0.044 -0.011
C 0.051 -0.023 0.049
C 0.060 0.004 0.026
C -0.074 -0.070 -0.048
H 0.012 -0.011 -0.015
H -0.010 -0.012 0.017
H 0.015 0.018 0.012
H 0.012 -0.008 -0.012
H -0.022 0.013 -0.016
H -0.003 -0.018 0.011
H 0.009 -0.005 -0.011
H 0.012 0.019 0.023
H -0.020 0.007 -0.010
H 0.002 0.001 -0.007
H -0.008 -0.007 0.005
H -0.002 -0.001 -0.017
H 0.023 0.010 -0.009
H 0.004 0.017 0.005
H 0.004 0.004 0.029
H 0.015 0.002 -0.016
H -0.013 0.015 -0.019
H -0.093 0.056 -0.110
H -0.010 -0.012 0.008
H -0.022 0.000 -0.023
H -0.007 0.009 0.030
H -0.001 0.010 -0.018
H -0.023 -0.001 0.010
H 0.011 -0.032 -0.007
H -0.003 0.006 -0.021
H 0.013 -0.029 -0.004
H 0.016 0.014 0.013
H -0.024 0.000 0.010
H 0.020 0.010 0.015
H 0.006 -0.020 -0.004
H -0.003 -0.008 -0.012
H 0.011 0.013 0.003
H 0.003 -0.031 -0.002
H 0.001 -0.001 0.029
H -0.009 0.005 0.001
H 0.007 0.003 0.012
H -0.042 0.029 -0.038
H -0.006 -0.019 -0.008
H -0.129 0.025 -0.054
H 0.103 0.250 0.281
Se -0.060 0.023 0.015
Se -0.014 -0.069 -0.091
C 0.069 -0.115 0.085
C 0.004 0.147 0.054
C -0.024 -0.068 -0.025
C 0.020 0.024 0.028
C -0.074 0.235 0.000
N 0.191 0.140 -0.093
C 0.165 -0.113 0.085
C 0.023 -0.087 -0.123
C 0.068 0.077 -0.053
C -0.040 -0.054 0.090
C 0.118 -0.034 -0.054
N -0.300 0.371 -0.083
H 0.013 -0.016 0.008
H -0.007 0.000 -0.002
H -0.006 -0.017 -0.012
H -0.033 0.054 -0.065
H -0.013 -0.008 0.022
H 0.015 -0.001 -0.001
H 0.009 0.036 0.016
H -0.043 -0.024 -0.063
Br -0.021 0.018 0.021
C 0.019 -0.012 -0.026
C 0.006 -0.072 -0.002
C 0.011 0.056 0.016
C -0.054 -0.157 -0.183
C -0.050 -0.003 0.015
C 0.040 0.018 -0.035
C 0.379 0.028 0.149
O 0.189 0.004 -0.173
O -0.300 0.235 -0.053
H -0.004 0.018 0.002
H -0.030 -0.026 0.020
H -0.002 0.003 0.002
H -0.005 0.000 0.006
C -0.011 0.023 0.019
N 0.092 0.035 -0.108
C 0.034 -0.160 -0.079
C -0.039 0.135 -0.124
S 0.068 -0.196 0.092
N -0.080 -0.166 0.089
C -0.075 0.068 0.040
C -0.044 0.020 -0.007
H -0.012 0.025 -0.020
H 0.022 -0.016 -0.014
H -0.008 -0.018 0.007
H 0.036 -0.022 -0.067
H 0.018 0.019 0.003
H 0.030 0.087 -0.047
H -0.059 -0.047 0.028
H 0.005 0.002 0.010
H 0.006 -0.020 0.022
H 0.004 0.024 0.004
H -0.004 -0.030 0.009
H -0.013 -0.021 0.003